# 1
The following is a quantum chemistry calculation of a 4-piece molecular cluster, C17H21F2NO4 overall, from OMol25.

Calculated values
HOMO energy, eV: -9.428
LUMO energy, eV: 0.403
Calculated total energy, Eh: -1215.74898

Geometry as XYZ:
```
45
Properties=species:S:1:pos:R:3:nbo_charge:R:1
C -14.94070 -6.68501 -8.28340 -0.4894
N -16.13952 -6.60339 -7.40543 0.5392
O -16.85237 -7.58693 -7.35974 -0.3777
O -16.32925 -5.57752 -6.79327 -0.3828
H -15.31309 -6.65389 -9.30600 0.2472
H -14.42102 -7.61945 -8.11425 0.2327
H -14.31845 -5.82213 -8.07570 0.2319
C -16.32395 0.74386 -7.43863 -0.6268
C -14.98073 0.55926 -6.74785 -0.0736
O -13.95713 0.49404 -7.74864 -0.5198
C -12.69688 0.56312 -7.30231 0.8006
C -11.70902 0.70322 -8.42237 -0.7206
O -12.40909 0.47639 -6.14039 -0.5966
H -16.47877 0.04220 -8.25548 0.2233
H -16.42386 1.76790 -7.80059 0.2070
H -17.14333 0.59535 -6.73054 0.2162
H -14.81592 1.41727 -6.09063 0.1886
H -14.94017 -0.32687 -6.11426 0.1890
H -10.72696 0.88173 -7.99126 0.2348
H -11.98322 1.51334 -9.09437 0.2335
H -11.63941 -0.23161 -8.98048 0.2437
F -19.02227 -7.58137 -10.73129 -0.3186
C -18.13463 -6.57825 -10.81755 0.4017
C -17.32561 -6.49315 -11.93665 -0.2898
C -16.41918 -5.44890 -12.03141 -0.1986
C -16.34983 -4.49272 -11.03217 -0.2447
C -17.16487 -4.60018 -9.91014 -0.1921
C -18.02253 -5.68417 -9.77612 -0.3031
H -17.41642 -7.22814 -12.72599 0.2306
H -15.79022 -5.38514 -12.90980 0.2173
H -15.71586 -3.62152 -11.13769 0.2169
H -17.07282 -3.86583 -9.12179 0.2335
H -18.60838 -5.78543 -8.87029 0.2431
F -15.32470 -2.07793 -8.47885 -0.3293
C -14.05779 -2.51549 -8.62003 0.4046
C -13.42175 -2.33158 -9.82986 -0.2944
C -12.11297 -2.76757 -9.98850 -0.1988
C -11.48023 -3.45166 -8.95471 -0.2377
C -12.17488 -3.68252 -7.77125 -0.1816
C -13.48034 -3.24798 -7.59652 -0.2979
H -13.88995 -1.77571 -10.63378 0.2333
H -11.60894 -2.66480 -10.94125 0.2209
H -10.44518 -3.76139 -8.99811 0.2203
H -11.67773 -4.23423 -6.98153 0.2184
H -14.01224 -3.50744 -6.69112 0.2454
```

***

# 2
The following is a quantum chemistry calculation of C17H21F5N2O19 as an isolated structure at a distorted geometry, from OMol25.

Calculated values
HOMO energy, eV: -9.205
LUMO energy, eV: -0.821
Calculated total energy, Eh: -2697.61486

Geometry as XYZ:
```
64
Properties=species:S:1:pos:R:3:nbo_charge:R:1
C 1.58291 -2.75542 1.82474 -0.1497
C 0.34388 -3.61596 1.92928 0.4353
O -0.61340 -2.55385 1.78408 -0.5494
C -0.07033 -1.31825 2.16689 1.0411
O -0.67402 -0.26598 2.37813 -0.6490
O 1.23727 -1.46277 2.34607 -0.4049
F 0.28481 -4.13995 3.18620 -0.3313
H 1.84505 -2.57320 0.78255 0.2187
H 2.51552 -3.10523 2.26743 0.2478
H 0.40614 -4.49825 1.29226 0.2156
C -2.36350 0.38717 -3.36438 -0.1368
C -1.79299 1.08401 -2.18650 0.3901
O -2.42017 2.30657 -2.34981 -0.4989
C -2.54406 2.59082 -3.63929 0.9585
O -2.69188 3.69359 -4.14566 -0.5623
O -2.44839 1.44438 -4.30940 -0.4889
F -0.44433 1.23725 -2.20265 -0.3298
H -3.37899 -0.00418 -3.30335 0.2325
H -1.71706 -0.42688 -3.69231 0.2269
H -2.09553 0.52806 -1.29910 0.2676
C -2.96099 -0.89188 2.38562 -0.1245
C -3.83075 0.32571 2.43910 0.4533
O -2.95801 1.23931 1.78079 -0.4825
C -2.11801 0.58519 0.88121 1.0586
O -1.48333 1.08922 -0.09046 -0.6382
O -2.25939 -0.71711 1.21151 -0.5365
F -3.88397 0.68350 3.68502 -0.3009
H -3.58700 -1.78256 2.33164 0.2182
H -2.31611 -0.96642 3.26123 0.2475
H -4.84200 0.19025 2.05553 0.1733
C 1.44386 0.93796 -3.79005 -0.1459
C 1.31971 0.08767 -2.57579 0.3422
O 2.36981 0.58779 -1.71082 -0.5085
C 3.28069 1.07722 -2.47299 0.9731
O 4.31684 1.62991 -2.07537 -0.5882
O 2.86849 0.99184 -3.74620 -0.4959
F 1.38225 -1.21050 -2.83710 -0.3239
H 0.91107 1.88640 -3.72149 0.1994
H 1.16928 0.37109 -4.67963 0.2253
H 0.40659 0.29999 -2.01968 0.2561
C 0.32731 1.47902 -0.47735 -0.1903
C 0.17179 0.02449 0.08427 0.4174
O 1.46374 -0.11956 0.64868 -0.5537
C 2.03587 1.06678 0.96231 1.0654
O 3.01643 1.18826 1.67863 -0.6746
O 1.45669 2.02359 0.18495 -0.4715
F 0.00195 -0.74357 -0.99470 -0.3557
H -0.49449 2.15904 -0.25307 0.2527
H 0.50070 1.47249 -1.55346 0.2818
H -0.57315 -0.23396 0.83685 0.1832
C -1.70637 -2.33975 0.04651 -0.5161
N -1.76916 -1.87346 -1.36342 0.5297
O -0.90597 -2.11119 -2.16880 -0.3425
O -2.86743 -1.36475 -1.68239 -0.4721
H -0.91904 -3.09257 0.08478 0.1859
H -2.62313 -2.82934 0.37507 0.2208
H -1.47177 -1.51108 0.71462 0.3275
C 4.35336 2.09517 2.64957 -0.4598
N 4.16197 1.80526 4.14343 0.5445
O 4.05906 0.63642 4.45271 -0.4002
O 4.14740 2.77676 4.89070 -0.4015
H 4.25858 1.19520 2.04198 0.2920
H 5.40781 2.36221 2.57947 0.1887
H 3.77812 2.96820 2.34133 0.2132
```

***

# 3
The following is a quantum chemistry calculation of C17H21MnN4O2S2 as an isolated structure at a distorted geometry, from OMol25.

Calculated values
2S+1: 5
HOMO energy (spin up / spin down), eV: -7.795 / -7.899
LUMO energy (spin up / spin down), eV: -1.098 / 0.435
Calculated total energy, Eh: -2977.36908

Geometry as XYZ:
```
47
Properties=species:S:1:pos:R:3:nbo_charge:R:1
Mn -0.91214 -0.62298 -0.85823 1.1343
C 1.66949 -1.79827 -1.85251 -0.4150
N 1.29631 -0.74683 -0.87270 -0.5176
C 1.65047 -1.17892 0.50319 -0.2112
C 1.01404 -0.27456 1.53200 -0.2406
N -0.44006 -0.43706 1.47986 -0.5151
C -0.87160 -1.67718 2.16523 -0.4140
C -1.19677 0.68896 1.96667 0.2105
C -0.73284 1.48440 3.00602 -0.2513
C -1.48975 2.55321 3.46673 -0.2178
C -2.72054 2.81820 2.88480 -0.2072
C -3.18293 2.02699 1.83965 -0.1992
C -2.43098 0.95370 1.36591 -0.1870
S -3.02346 -0.04157 0.03515 -0.1754
C 1.93638 0.52097 -1.21447 0.1663
C 3.32308 0.61140 -1.26627 -0.2355
C 3.93264 1.81143 -1.58659 -0.2272
C 3.14151 2.92453 -1.85375 -0.1929
C 1.76005 2.83060 -1.79956 -0.2041
C 1.13786 1.61966 -1.48425 -0.1985
S -0.62595 1.53034 -1.42897 -0.1346
H 2.74090 -2.00057 -1.82482 0.1926
H 1.11853 -2.70365 -1.61875 0.2400
H 1.40269 -1.45960 -2.85239 0.2110
H 1.30458 -2.20439 0.61900 0.2285
H 2.73467 -1.17481 0.62407 0.2015
H 1.42179 -0.51515 2.51937 0.1974
H 1.26036 0.76332 1.31115 0.2283
H -0.55992 -1.64964 3.21510 0.1807
H -1.95396 -1.75020 2.10910 0.2336
H -0.46264 -2.55260 1.67150 0.2228
H 0.22769 1.27313 3.46420 0.2111
H -1.11660 3.17252 4.27448 0.2142
H -3.31729 3.65417 3.23201 0.2153
H -4.13112 2.24716 1.36168 0.2220
H 3.93678 -0.25866 -1.05634 0.2129
H 5.01305 1.87717 -1.62583 0.2181
H 3.60555 3.87100 -2.10465 0.2183
H 1.13931 3.69693 -2.00059 0.2255
N -2.26803 -1.38969 -2.68836 -0.6743
N -2.31286 -2.78149 -2.52914 -0.4998
C -1.77692 -3.32546 -1.35469 0.8772
O -1.96107 -4.49413 -1.10656 -0.6369
O -0.95180 -2.51877 -0.71872 -0.8436
H -3.14657 -0.94901 -2.44479 0.3738
H -2.04655 -1.16609 -3.64769 0.3783
H -3.13539 -3.25854 -2.85623 0.3845
```

***

# 4
The following is a quantum chemistry calculation of a 2-piece molecular cluster, C17H21N2 overall at a distorted geometry, from OMol25.

Calculated values
Charge: +1
HOMO energy, eV: -11.808
LUMO energy, eV: -4.343
Calculated total energy, Eh: -769.64308

Geometry as XYZ:
```
40
Properties=species:S:1:pos:R:3:nbo_charge:R:1
C -4.79334 0.04684 1.82678 -0.4163
N -3.48223 -0.56995 1.97066 -0.3057
C -3.39372 -1.99987 1.70576 -0.4295
C -2.40733 0.17488 2.20655 0.2320
C -1.09040 -0.32210 2.22290 -0.3920
C 0.01019 0.41646 2.63655 0.0222
C 1.35711 -0.06925 2.54480 -0.0760
C 2.43801 0.68894 3.06720 -0.1611
C 3.75272 0.24744 2.97044 -0.2087
C 4.04330 -0.97788 2.34528 -0.1406
C 2.99545 -1.75493 1.83137 -0.2181
C 1.67646 -1.31558 1.92430 -0.1621
H -5.54420 -0.74584 1.79985 0.2285
H -4.98540 0.72449 2.66831 0.2281
H -4.85515 0.63699 0.90026 0.2253
H -4.41732 -2.38570 1.68943 0.2305
H -2.92069 -2.20664 0.73420 0.2263
H -2.81572 -2.51056 2.48526 0.2309
H -2.59114 1.24385 2.37590 0.2233
H -0.94515 -1.35663 1.89162 0.2169
H -0.14113 1.43266 2.98444 0.2677
H 2.19255 1.63358 3.55684 0.2369
H 4.56020 0.85663 3.38048 0.2321
H 5.07269 -1.32979 2.26779 0.2332
H 3.20583 -2.71219 1.34985 0.2318
H 0.87933 -1.92508 1.49721 0.2079
C -0.09672 4.62676 8.24693 -0.6435
C -0.04145 3.82774 6.97415 0.0472
C 0.08075 2.43586 7.01783 -0.2414
C 0.13717 1.71902 5.81657 0.0419
N 0.07983 2.31151 4.61905 -0.5089
C -0.04899 3.65050 4.57154 0.0420
C -0.11004 4.44300 5.71981 -0.2524
H -0.19061 5.69524 8.03003 0.2255
H -0.95017 4.33039 8.86971 0.2358
H 0.80671 4.48022 8.85227 0.2374
H 0.13773 1.88741 7.95740 0.2280
H 0.23719 0.63112 5.81607 0.1974
H -0.10092 4.10534 3.57874 0.1975
H -0.20805 5.52414 5.61542 0.2299
```

***

Q: Look up the calculated total energy of the fourth one.
A: -769.64308 Eh